No. 1
The following is a DFT calculation (ωB97M-V/def2-TZVPD) of a molecular structure, C34H57FMnN8O3P.

Results
Expectation value of S²   6.04
Charge   +2
Multiplicity   5
Max |F|   0.89 eV/Å
LUMO level (spin up / spin down)   -5.08 / -5.09 eV

```
105
C34H57FMnN8O3P | OMol25 | ωB97M-V/def2-TZVPD
Mn 0.6569 -1.7672 0.3599
C 5.2171 4.2306 -1.4286
C 4.6476 3.9922 -0.0405
N 3.5362 3.0155 -0.0335
C 3.7795 1.7633 0.3572
C 2.8641 0.7412 0.3409
C 3.3447 -0.5902 0.8213
O 4.5126 -0.7849 1.0392
O 2.3997 -1.4939 0.9893
C 1.5666 0.9961 -0.1416
O 0.6417 0.1351 -0.2864
C 1.2875 2.3615 -0.5525
C 0.0178 2.7048 -1.0297
C -0.2587 3.9777 -1.4100
F -1.5028 4.2431 -1.8559
C 0.7009 5.0157 -1.3401
C 1.9589 4.6653 -0.8816
C 2.2644 3.3556 -0.4866
N 0.4480 6.3423 -1.7543
C 1.0193 7.4451 -0.9878
C 1.5486 8.4900 -1.9610
N 0.6206 8.5376 -3.1634
C -0.7889 8.1945 -2.7581
C -0.8352 6.7200 -2.3680
H 6.0396 4.9432 -1.3673
H 4.4751 4.6231 -2.1249
H 5.6076 3.3016 -1.8455
H 4.2990 4.9075 0.4361
H 5.4096 3.5777 0.6135
H 4.7862 1.5419 0.6913
H -0.7555 1.9506 -1.0881
H 2.7392 5.4112 -0.8720
H 1.8438 7.1177 -0.3651
H 0.2767 7.8756 -0.3092
H 2.5328 8.2336 -2.3433
H 1.5769 9.4872 -1.5278
H 0.9398 7.8583 -3.8549
H 0.6617 9.4545 -3.6077
H -1.4536 8.4025 -3.5915
H -1.0340 8.8685 -1.9419
H -0.9919 6.1183 -3.2595
H -1.6961 6.5759 -1.7149
C -2.7227 0.4966 0.5927
C -2.7097 -0.3817 1.8556
C -4.0393 -0.1883 2.5983
C -1.5774 0.1671 2.7403
P -2.2884 -2.1481 1.3703
N -1.0751 -2.1528 0.3494
C -3.7627 -2.9273 0.5164
C -4.9198 -3.3178 1.4483
C -3.3156 -4.1689 -0.2739
C -4.2971 -1.9357 -0.5329
C -1.8258 -3.1382 2.8982
C -2.7597 -2.9629 4.1087
C -1.8029 -4.6283 2.5126
C -0.3891 -2.7992 3.3343
H -2.6533 1.5403 0.9187
H -3.6391 0.3968 0.0180
H -1.8801 0.2780 -0.0582
H -4.1266 0.8677 2.8740
H -4.1060 -0.7675 3.5162
H -4.9028 -0.4238 1.9805
H -1.7024 1.2502 2.8164
H -0.5849 -0.0092 2.3222
H -1.6010 -0.2295 3.7508
H -4.6663 -4.1340 2.1201
H -5.7499 -3.6657 0.8271
H -5.2935 -2.4868 2.0432
H -3.1652 -5.0440 0.3545
H -2.4079 -3.9721 -0.8331
H -4.1050 -4.4135 -0.9890
H -4.8013 -1.0809 -0.0902
H -5.0356 -2.4635 -1.1405
H -3.5088 -1.5814 -1.1993
H -3.8079 -3.1265 3.8692
H -2.6628 -1.9836 4.5717
H -2.4863 -3.7009 4.8681
H -2.7935 -5.0400 2.3435
H -1.3583 -5.1854 3.3403
H -1.1967 -4.8111 1.6232
H -0.3104 -1.8833 3.9102
H 0.3054 -2.7350 2.4961
H -0.0131 -3.6138 3.9578
C 2.1003 -4.4179 0.4202
N 2.6297 -5.5732 -0.2692
C 1.5172 -6.3413 -0.8399
N 0.7348 -5.5405 -1.7899
C 0.2033 -4.3844 -1.1022
N 1.2972 -3.5471 -0.5196
C 2.2137 -3.1472 -1.6507
N 2.7512 -4.2990 -2.3365
C 3.4919 -5.1190 -1.3649
C 1.6323 -5.0950 -2.8618
H 2.8976 -3.8128 0.8425
H 1.4260 -4.7402 1.2157
H 0.8655 -6.6808 -0.0343
H 1.9147 -7.2134 -1.3561
H -0.4464 -4.6887 -0.2869
H -0.3648 -3.7581 -1.7867
H 3.0237 -2.5523 -1.2305
H 1.6323 -2.5424 -2.3495
H 4.3131 -4.5331 -0.9529
H 3.9025 -5.9873 -1.8776
H 2.0297 -5.9678 -3.3775
H 1.0690 -4.4946 -3.5768
```

=====

No. 2
The following is a DFT calculation (ωB97M-V/def2-TZVPD) of a single C21H25N5O3 molecule in a non-equilibrium geometry.

Results
Energy above the lowest of the compared OMol25 structures with the same formula, charge and spin   4.5710 eV
Multiplicity   1
Max |F|   1.45 eV/Å
LUMO level   0.70 eV

```
54
C21H25N5O3 | OMol25 | ωB97M-V/def2-TZVPD
C -0.6643 -4.9650 -2.0550
O -1.6465 -3.9636 -1.9513
C -1.7725 -3.4542 -0.6468
C -2.7971 -2.3136 -0.6929
N -2.6835 -1.4609 0.4510
N -3.5182 -1.5482 1.4897
N -3.1393 -0.7136 2.3601
N -2.0621 -0.0536 1.9577
C -1.7644 -0.5045 0.7601
C -0.6115 -0.1607 -0.1236
C -0.2204 1.3039 -0.1428
C 0.4296 1.7967 -1.2595
C 0.8696 3.1123 -1.2950
C 0.6662 3.9545 -0.2159
O 1.0536 5.2574 -0.1506
C 1.7171 5.8126 -1.2578
C 0.0047 3.4550 0.9292
O -0.1592 4.3391 1.9482
C -0.8275 3.9014 3.1074
C -0.4205 2.1387 0.9538
N 0.4966 -1.0172 0.2712
C 1.1607 -0.7639 1.5460
C 2.4530 -1.5935 1.4960
C 2.5738 -1.9360 0.0378
C 3.5943 -2.5593 -0.6383
C 3.4506 -2.8014 -2.0013
C 2.2913 -2.4262 -2.6550
C 1.2533 -1.7976 -1.9809
C 1.4026 -1.5468 -0.6257
H -0.9042 -5.8231 -1.4162
H -0.6547 -5.2784 -3.0963
H 0.3241 -4.5787 -1.7779
H -2.1045 -4.2398 0.0492
H -0.8023 -3.0722 -0.2935
H -2.6313 -1.7375 -1.6075
H -3.8130 -2.7115 -0.7052
H -0.8830 -0.4522 -1.1444
H 0.6081 1.1606 -2.1136
H 1.3717 3.4674 -2.1804
H 2.6588 5.2938 -1.4668
H 1.0886 5.7979 -2.1548
H 1.9290 6.8452 -0.9850
H -0.2857 3.0896 3.6031
H -0.8639 4.7670 3.7668
H -1.8462 3.5690 2.8856
H -0.9265 1.7403 1.8171
H 1.3818 0.3059 1.6500
H 0.5007 -1.0544 2.3674
H 2.3648 -2.5047 2.0930
H 3.3136 -1.0345 1.8631
H 4.4947 -2.8544 -0.1199
H 4.2454 -3.2856 -2.5478
H 2.1843 -2.6239 -3.7115
H 0.3560 -1.5265 -2.5172
```

=====

No. 3
The following is a DFT calculation (ωB97M-V/def2-TZVPD) of a molecular structure, C15H4ClCsF5INOS in a non-equilibrium geometry.

Results
Charge   -1
Energy above the lowest of the compared OMol25 structures with the same formula, charge and spin   0.3061 eV
Multiplicity   1
Max |F|   1.94 eV/Å
LUMO level   2.05 eV

```
30
C15H4ClCsF5INOS | OMol25 | ωB97M-V/def2-TZVPD
Cs -0.2163 0.0182 0.0527
Cl 4.0040 -4.8672 -4.3673
C 2.7908 -4.0199 -3.4342
C 1.5396 -4.5605 -3.3140
C 0.5502 -3.9083 -2.5774
I -1.3440 -4.7740 -2.4218
C 0.7479 -2.6825 -1.9142
O -0.1308 -2.0692 -1.2450
C 2.0999 -2.1310 -2.0562
N 2.3351 -0.9547 -1.4291
C 3.5223 -0.4060 -1.5310
C 4.5793 -0.9758 -2.2589
C 4.3695 -2.1670 -2.8953
C 3.1064 -2.7910 -2.8126
H 1.3168 -5.5028 -3.7961
H 3.6672 0.5390 -1.0153
H 5.5357 -0.4724 -2.3070
H 5.1564 -2.6423 -3.4653
F -2.3410 3.9369 6.0724
C -2.1704 3.6992 4.7596
C -1.5179 2.5626 4.3248
F -1.0458 1.6823 5.2243
C -1.3500 2.3345 2.9736
F -0.6981 1.1906 2.6415
C -1.8053 3.2025 1.9711
S -1.5963 2.9402 0.2843
C -2.4652 4.3419 2.4670
F -2.9529 5.2504 1.6121
C -2.6445 4.5899 3.8125
F -3.2809 5.7009 4.2207
```

=====

No. 4
The following is a DFT calculation (ωB97M-V/def2-TZVPD) of a single C4H2BrNS molecule in a non-equilibrium geometry.

Results
Energy above the lowest of the compared OMol25 structures with the same formula, charge and spin   2.9149 eV
Multiplicity   1
Max |F|   2.73 eV/Å
LUMO level   -2.18 eV

```
9
C4H2BrNS | OMol25 | ωB97M-V/def2-TZVPD
S -1.0750 0.0280 -1.7320
C 0.2322 -0.2622 -0.8396
C 0.6490 0.2576 0.4360
N -0.0393 1.0123 1.4290
C 0.6267 -0.0446 2.1963
C 1.7100 -0.2089 1.3103
Br 2.8988 -1.5612 0.9260
H 0.9424 -0.9845 -1.1506
H -1.0320 0.6110 1.3644
```